The following is a DFT calculation (ωB97M-V/def2-TZVPD) of a molecular structure, C11H17BFeN6O in a non-equilibrium geometry.

Summary:
Multiplicity: 5
LUMO energy (alpha / beta) (Eh): -0.321 / -0.433
Total charge: +2
Calculated total energy (eV): -57715.3461
Molar mass (g mol⁻¹): 315.955
Energy relative to the best compared isomer or geometry (same formula, charge and spin) (kJ/mol): 54.5
E_HOMO (alpha / beta) (eV): -16.07 / -16.07
Expectation value of S²: 6.32

Element x y z (Å)
C 2.176 -1.005 -1.280
N 1.149 -0.165 -1.560
N 1.160 0.044 -2.950
C 2.223 -0.583 -3.479
C 2.888 -1.267 -2.461
B 0.124 1.017 -3.590
N -1.257 0.562 -3.074
N -1.400 0.276 -1.702
C -2.655 -0.205 -1.532
C -3.344 -0.114 -2.746
C -2.427 0.352 -3.691
Fe -0.130 0.831 -0.493
N 0.345 2.358 -2.860
N 0.327 2.323 -1.454
C 0.624 3.575 -1.024
C 0.816 4.400 -2.133
C 0.649 3.598 -3.262
H 0.687 3.785 0.033
H 0.714 3.814 -4.315
H 1.042 5.446 -2.102
H 0.210 1.060 -4.775
H -2.507 0.523 -4.756
H 2.393 -0.499 -4.544
H -4.371 -0.374 -2.906
H 3.768 -1.874 -2.576
H -2.962 -0.585 -0.566
H 2.338 -1.362 -0.272
H -1.224 2.457 1.128
C -1.080 1.364 1.062
H -2.061 0.869 1.070
H -0.494 -0.831 1.837
H -0.474 1.051 1.923
C 0.252 -1.875 3.295
O 0.179 -1.532 1.916
H 0.878 -1.165 3.853
H 0.709 -2.866 3.350
H -0.748 -1.913 3.755